{
  "formula": "C35H36CoN6OP2",
  "method": "ωB97M-V/def2-TZVPD",
  "charge": 2,
  "homo_lumo_gap_ev": [6.27, 6.06],
  "homo_ev": [-11.70, -11.70],
  "multiplicity": 2,
  "elements": ["Co", "C", "O", "C", "C", "C", "C", "C", "C", "C", "N", "C", "C", "N", "C", "C", "C", "C", "N", "C", "C", "N", "C", "C", "C", "C", "H", "H", "H", "H", "H", "H", "H", "H", "H", "H", "H", "H", "H", "H", "C", "P", "C", "C", "C", "C", "C", "C", "C", "P", "C", "C", "H", "H", "H", "H", "H", "H", "H", "H", "H", "H", "H", "H", "H", "H", "H", "H", "N", "C", "C", "C", "N", "C", "C", "H", "H", "H", "H", "H", "H"],
  "coordinates": [[-0.05208, 0.02966, 0.19484], [8.65077, 10.51486, 0.10232], [8.99102, 9.13098, 0.13856], [7.99488, 8.23037, 0.12195], [6.63930, 8.55284, 0.06805], [5.69419, 7.54230, 0.05060], [6.07323, 6.20564, 0.08668], [7.43553, 5.89697, 0.14475], [8.38519, 6.89034, 0.16302], [5.04368, 5.17308, 0.05886], [3.74212, 5.38545, 0.01356], [3.17687, 4.14749, -0.00352], [4.12841, 3.15592, 0.03376], [5.32430, 3.82972, 0.07647], [3.80789, 1.76978, 0.07925], [4.72380, 0.71256, 0.19754], [4.26050, -0.57425, 0.27654], [2.88480, -0.80555, 0.23147], [1.99536, 0.16619, 0.10373], [2.43972, 1.44227, 0.03432], [1.43842, 2.46583, -0.05996], [0.15582, 2.04464, -0.13088], [-0.80037, 2.96317, -0.17942], [-0.54295, 4.33591, -0.15392], [0.75635, 4.76984, -0.08619], [1.78553, 3.81976, -0.05128], [9.59160, 11.05313, 0.12836], [8.04868, 10.79122, 0.96909], [8.11554, 10.76055, -0.81598], [6.31801, 9.58310, 0.03813], [4.64015, 7.78320, 0.00863], [7.77532, 4.86749, 0.18121], [9.44123, 6.66044, 0.20844], [6.24534, 3.42658, 0.08726], [5.78768, 0.91194, 0.23320], [4.94069, -1.40853, 0.37453], [2.50632, -1.81283, 0.30185], [-1.81058, 2.60302, -0.26516], [-1.36707, 5.03422, -0.19588], [1.01000, 5.82235, -0.05932], [-3.60756, 0.97212, -0.47528], [-2.36161, -0.24947, 0.03069], [-2.98628, -0.77158, 1.66076], [-2.69673, -1.71016, -0.99610], [-3.95425, -1.99420, -1.52504], [-4.17645, -3.18906, -2.19100], [-3.15250, -4.12024, -2.31677], [-1.89622, -3.83611, -1.80692], [-1.66011, -2.62200, -1.16447], [0.00620, -2.13415, -0.64545], [0.68376, -3.64312, 0.12525], [0.88171, -2.02273, -2.24266], [-4.59925, 0.53823, -0.35944], [-3.46207, 1.28489, -1.50888], [-3.55562, 1.84480, 0.17483], [-3.98520, -1.19496, 1.55292], [-3.02843, 0.08968, 2.32779], [-2.31939, -1.51426, 2.09648], [-4.77503, -1.29695, -1.41974], [-5.15380, -3.39804, -2.60501], [-3.33113, -5.06175, -2.81888], [-1.10048, -4.56318, -1.92145], [-0.05795, -4.06539, 0.80240], [1.58386, -3.43074, 0.69923], [0.93317, -4.37233, -0.64476], [0.64616, -2.89911, -2.84674], [1.95891, -1.96751, -2.08799], [0.56164, -1.12848, -2.77774], [0.00726, -0.00060, 6.43577], [0.02469, 0.03029, 5.09010], [0.67698, -0.96142, 4.33619], [0.65202, -0.89033, 2.96757], [0.03321, 0.07754, 2.27152], [-0.57281, 1.03160, 2.99581], [-0.60441, 1.05783, 4.36587], [0.45146, -0.74371, 6.94439], [-0.47034, 0.70593, 6.96596], [1.19607, -1.77460, 4.82641], [1.15403, -1.65176, 2.38245], [-1.05429, 1.82391, 2.43261], [-1.10736, 1.86638, 4.87986]],
  "mulliken_charge": [-0.39, -0.85, -0.45, 0.91, -0.44, -0.84, 0.43, -0.47, -0.80, 0.28, -0.84, 1.08, -0.01, -0.11, 0.21, -0.86, -1.45, 0.05, 0.67, 0.50, 0.39, -0.27, 0.03, -1.11, -0.75, 0.20, 0.25, 0.35, 0.35, 0.41, 0.46, 0.24, 0.44, 0.19, 0.47, 0.50, 0.45, 0.09, 0.49, 0.62, -1.67, 2.11, -1.42, 0.20, -0.77, -0.86, -0.85, -0.88, 0.11, 1.15, -1.48, -1.42, 0.52, 0.46, 0.53, 0.52, 0.41, 0.33, 0.27, 0.43, 0.44, 0.36, 0.43, 0.45, 0.51, 0.53, 0.34, 0.38, -0.45, 0.98, -0.89, -0.40, 0.62, -0.65, -0.77, 0.20, 0.20, 0.38, 0.31, 0.52, 0.38]
}